(1)
Entry from the OMol25 dataset: C4H7N3O in the gas phase in a non-equilibrium geometry (ωB97M-V/def2-TZVPD).

Computed properties:
- Molecular weight: 113.1 g mol⁻¹
- Kohn-Sham gap: 8.37 eV
- Largest force on an atom: 3.9 eV/A
- Highest occupied orbital energy: -7.743 eV
- Energy relative to the best compared isomer or geometry (same formula, charge and spin): 106.45 kcal/mol

Cartesian coordinates (Å):
C: 1.4720 1.1526 -0.1566
C: 2.5911 0.3585 -0.1539
C: 0.2051 0.7125 0.0289
C: 0.1615 -1.7642 0.1951
N: 3.7471 0.1882 -0.1813
N: -0.4399 -0.4772 -0.1948
N: -0.7662 1.7829 0.1874
O: 4.8438 -0.2810 -0.0514
H: 1.7653 2.2850 -0.2475
H: 1.2269 -1.8008 0.2014
H: -0.0387 -2.4482 -0.5101
H: -0.1570 -2.2252 1.0895
H: -1.4022 -0.3098 0.0782
H: -1.3289 2.0943 -0.5697
H: -0.2607 2.6482 0.4682

(2)
Entry from the OMol25 dataset: C4H7N3O in the gas phase in a non-equilibrium geometry (ωB97M-V/def2-TZVPD).

Computed properties:
- Molecular weight: 113.1 g mol⁻¹
- Kohn-Sham gap: 9.66 eV
- Largest force on an atom: 4.0 eV/A
- Highest occupied orbital energy: -9.445 eV
- Energy relative to the best compared isomer or geometry (same formula, charge and spin): 53.82 kcal/mol
- SMILES: [H]/N=C(CC=O)\C(N)=N/[H]

Cartesian coordinates (Å):
H: 0.6673 -2.4574 -0.4443
N: 0.2892 -2.1173 0.4454
C: -0.0601 -0.9082 0.4344
C: -0.4584 0.0179 1.5041
C: 0.1280 1.3723 1.0886
O: 1.2497 1.7255 1.4515
C: 0.2316 0.0061 -0.9782
N: -0.8791 0.2999 -1.7174
N: 1.3965 -0.0055 -1.5122
H: 2.1041 -0.1891 -0.7891
H: -0.0484 -0.2924 2.4693
H: -1.5496 0.0842 1.5383
H: -0.5852 2.0567 0.5978
H: -1.7955 0.0445 -1.3748
H: -0.6902 0.3628 -2.7135

(3)
Entry from the OMol25 dataset: C4H7N3O in the gas phase in a non-equilibrium geometry (ωB97M-V/def2-TZVPD).

Computed properties:
- Molecular weight: 113.1 g mol⁻¹
- Kohn-Sham gap: 9.44 eV
- Largest force on an atom: 5.7 eV/A
- Highest occupied orbital energy: -8.560 eV
- Energy relative to the best compared isomer or geometry (same formula, charge and spin): 162.36 kcal/mol
- SMILES: N[C@]12C[C@@H]1NNC2=O

Cartesian coordinates (Å):
N: 0.2501 -1.4518 0.9041
C: -0.5726 -0.5462 0.1524
C: -0.9918 -1.3549 -0.9898
C: -0.0669 -0.2968 -1.3255
N: 1.3718 0.0920 -0.9041
N: 0.7286 1.2862 -0.1308
C: -0.3816 0.8551 0.6768
O: -0.7454 1.5028 1.5586
H: 1.2615 -1.0973 1.0775
H: -0.3496 -1.9556 1.7735
H: -0.6030 -2.3799 -0.8094
H: -1.8702 -1.1205 -1.5969
H: -0.4075 0.5823 -1.6865
H: 2.1048 0.4570 -1.6830
H: 1.4506 2.0640 0.2884

(4)
Entry from the OMol25 dataset: C4H7N3O in the gas phase in a non-equilibrium geometry (ωB97M-V/def2-TZVPD).

Computed properties:
- Molecular weight: 113.1 g mol⁻¹
- Kohn-Sham gap: 9.88 eV
- Largest force on an atom: 9.8 eV/A
- Highest occupied orbital energy: -9.270 eV
- Energy relative to the best compared isomer or geometry (same formula, charge and spin): 71.69 kcal/mol
- SMILES: [H]/N=C1\NC(=O)[C@H](C)N1

Cartesian coordinates (Å):
H: 3.3435 0.4517 -0.1778
N: 2.5072 0.6286 0.5364
C: 1.3964 0.0608 0.3047
N: 0.8435 -0.5122 -1.0178
C: -0.5616 -0.3587 -0.7684
O: -1.4412 -0.2972 -1.6823
C: -0.8514 -0.3628 0.6679
C: -1.9773 0.4650 0.7009
N: 0.3815 0.1874 1.2202
H: 1.1350 -0.3941 -1.8874
H: -0.9657 -1.5819 1.0543
H: -2.6435 0.2146 -0.3341
H: -1.7496 1.5559 0.5102
H: -2.6222 0.3765 1.6501
H: 0.8699 0.8031 2.0409

(5)
Entry from the OMol25 dataset: a molecular structure, C4H7N3O in a non-equilibrium geometry (ωB97M-V/def2-TZVPD).

Computed properties:
- Molecular weight: 113.1 g mol⁻¹
- Kohn-Sham gap: 10.07 eV
- Largest force on an atom: 6.5 eV/A
- Highest occupied orbital energy: -9.615 eV
- Energy relative to the best compared isomer or geometry (same formula, charge and spin): 172.94 kcal/mol

Cartesian coordinates (Å):
C: -2.6762 0.3771 -0.0805
C: -0.3361 -0.0509 0.0912
C: 1.3505 1.2702 0.3468
C: 2.0335 0.0635 -0.2949
H: -2.4724 1.3894 -0.9003
H: -2.5590 0.9377 0.8378
H: -3.6707 -0.2174 -0.4288
H: -1.9011 -1.3935 -0.8252
H: 1.6140 0.9298 1.4085
H: 1.9811 2.3179 0.4660
H: 2.9033 0.2888 -0.9492
N: -1.6698 -0.6263 0.2013
N: -0.0867 1.1263 -0.3537
N: 1.5429 -1.1252 -0.2932
O: 0.4211 -1.2295 0.3917

(6)
Entry from the OMol25 dataset: a molecular structure, C4H7N3O2 in a non-equilibrium geometry (ωB97M-V/def2-TZVPD).

Computed properties:
- Molecular weight: 129.1 g mol⁻¹
- Kohn-Sham gap: 8.47 eV
- Largest force on an atom: 5.1 eV/A
- Highest occupied orbital energy: -8.453 eV
- Energy relative to the best compared isomer or geometry (same formula, charge and spin): 55.48 kcal/mol

Cartesian coordinates (Å):
C: -0.2170 -1.4109 -0.5903
C: -0.2254 1.0851 -0.2036
C: 0.8998 -0.7605 0.2787
C: -1.3079 -0.4714 -0.3466
N: -0.4572 1.7749 0.9364
N: 2.0903 -0.5907 -0.4328
N: -2.4425 -0.4901 0.0736
O: 0.1062 1.5870 -1.2636
O: 0.8889 -0.9044 1.5038
H: -0.2879 2.7707 0.9566
H: -0.4861 1.2455 1.7983
H: 2.0160 -0.1626 -1.3464
H: 2.8282 -0.1990 0.1372
H: -2.9673 0.3048 0.4171
H: -0.4790 -2.4211 -0.2686
H: 0.0407 -1.3574 -1.6500

(7)
Entry from the OMol25 dataset: C4H7N3O2 in the gas phase in a non-equilibrium geometry (ωB97M-V/def2-TZVPD).

Computed properties:
- Molecular weight: 129.1 g mol⁻¹
- Kohn-Sham gap: 9.05 eV
- Largest force on an atom: 8.8 eV/A
- Highest occupied orbital energy: -8.372 eV
- Energy relative to the best compared isomer or geometry (same formula, charge and spin): 102.65 kcal/mol
- SMILES: CNc1cn(N)c(=O)o1

Cartesian coordinates (Å):
C: -2.7981 0.1697 0.0371
N: -1.7749 -0.7473 -0.2894
C: -0.4021 -0.5044 0.0059
C: 0.2639 0.6969 -0.0230
N: 1.5572 0.3543 -0.4815
N: 2.8371 1.0346 0.1281
C: 1.6394 -0.9208 -0.2755
O: 2.6234 -1.6119 0.0278
O: 0.4485 -1.5581 -0.0201
H: -3.6915 -0.4407 0.3121
H: -2.8461 0.8479 -0.9962
H: -2.3265 0.9315 0.8627
H: -2.0326 -1.6055 0.3761
H: -0.2072 1.6686 -0.0004
H: 3.1315 0.5249 0.9634
H: 3.5780 1.1604 -0.6270

(8)
Entry from the OMol25 dataset: C4H7N3OS in the gas phase in a non-equilibrium geometry (ωB97M-V/def2-TZVPD).

Computed properties:
- Molecular weight: 145.2 g mol⁻¹
- Kohn-Sham gap: 9.30 eV
- Largest force on an atom: 3.0 eV/A
- Highest occupied orbital energy: -8.596 eV
- Energy relative to the best compared isomer or geometry (same formula, charge and spin): 34.57 kcal/mol
- SMILES: C[C@]1(C(N)=O)N=CSN1

Cartesian coordinates (Å):
C: 1.3580 0.4920 -0.6854
C: -0.0850 0.2201 -0.2417
C: -0.3115 -1.3331 -0.2471
N: 0.4706 -2.0591 0.7023
O: -1.1219 -1.9548 -0.8510
N: -1.0439 0.9703 -1.0144
C: -1.6055 1.9118 -0.4053
S: -1.1627 2.0058 1.3441
N: -0.2658 0.5270 1.1878
H: 1.4496 1.5015 -0.3638
H: 1.4478 0.1834 -1.7102
H: 2.1456 -0.1600 -0.1937
H: 1.4708 -1.8998 0.5846
H: 0.3340 -3.0342 0.7450
H: -2.2761 2.6968 -0.6350
H: -0.8040 -0.0678 1.7837

(9)
Entry from the OMol25 dataset: C4H7N3S in the gas phase in a non-equilibrium geometry (ωB97M-V/def2-TZVPD).

Computed properties:
- Molecular weight: 129.2 g mol⁻¹
- Kohn-Sham gap: 9.58 eV
- Largest force on an atom: 2.0 eV/A
- Highest occupied orbital energy: -8.977 eV
- Energy relative to the best compared isomer or geometry (same formula, charge and spin): 23.71 kcal/mol
- SMILES: [H]/N=C1/CS/C(=N/C)N1

Cartesian coordinates (Å):
H: -2.0114 2.0938 -0.0535
N: -2.4392 1.2037 0.0115
C: -1.5797 0.2983 -0.0198
C: -1.9829 -1.1654 0.0177
S: -0.4816 -2.1761 -0.0028
C: 0.5742 -0.7586 -0.0039
N: 1.8409 -0.8874 0.0009
C: 2.6215 0.3570 0.0017
N: -0.2034 0.3948 0.0031
H: -2.5631 -1.4037 0.8604
H: -2.5972 -1.3937 -0.8617
H: 2.4261 0.9852 0.8923
H: 2.4517 1.0024 -0.8644
H: 3.6384 0.1577 -0.0061
H: 0.3056 1.2916 0.0246

(10)
Entry from the OMol25 dataset: C4H7N3S in the gas phase in a non-equilibrium geometry (ωB97M-V/def2-TZVPD).

Computed properties:
- Molecular weight: 129.2 g mol⁻¹
- Kohn-Sham gap: 8.75 eV
- Largest force on an atom: 2.4 eV/A
- Highest occupied orbital energy: -8.695 eV
- Energy relative to the best compared isomer or geometry (same formula, charge and spin): 41.93 kcal/mol
- SMILES: N[C@@H]1CC=NNC1=S

Cartesian coordinates (Å):
N: -1.2221 1.7150 0.0163
C: -0.4019 0.5603 0.4010
C: 0.9486 0.6847 -0.3052
C: 1.7896 -0.5266 0.0283
N: 1.3752 -1.7109 0.0190
N: 0.0012 -1.8033 -0.0036
C: -0.9173 -0.8233 0.0131
S: -2.5308 -1.1248 -0.0784
H: -1.5295 1.6207 -0.9661
H: -2.0795 1.6103 0.5765
H: -0.2484 0.5722 1.4738
H: 1.4686 1.6215 -0.0707
H: 0.7682 0.7713 -1.3938
H: 2.8634 -0.4159 0.2313
H: -0.2853 -2.7510 0.0583

(11)
Entry from the OMol25 dataset: C4H7N3S in the gas phase in a non-equilibrium geometry (ωB97M-V/def2-TZVPD).

Computed properties:
- Molecular weight: 129.2 g mol⁻¹
- Kohn-Sham gap: 8.93 eV
- Largest force on an atom: 6.2 eV/A
- Highest occupied orbital energy: -8.578 eV
- Energy relative to the best compared isomer or geometry (same formula, charge and spin): 127.06 kcal/mol
- SMILES: C=CN/C=N\C=N\S

Cartesian coordinates (Å):
C: 1.7388 -0.9955 1.5796
C: 0.7386 -0.4820 0.9424
N: -0.7302 -0.6390 1.1477
C: -1.6348 -0.8097 -0.0071
N: -1.5444 -0.4748 -1.2135
C: -0.7462 0.4838 -1.8234
N: -0.2397 1.3219 -1.1084
S: 1.0672 2.2636 -1.8312
H: 1.3097 -1.6969 2.5772
H: 2.8742 -0.8589 1.6001
H: 0.7165 0.4486 0.4891
H: -1.0014 -1.3150 1.9449
H: -2.4011 -1.5892 0.1961
H: -0.6832 0.6176 -2.9352
H: 0.5359 3.7255 -1.5581

(12)
Entry from the OMol25 dataset: C4H7N3S2 in the gas phase in a non-equilibrium geometry (ωB97M-V/def2-TZVPD).

Computed properties:
- Molecular weight: 161.3 g mol⁻¹
- Kohn-Sham gap: 8.77 eV
- Largest force on an atom: 5.1 eV/A
- Highest occupied orbital energy: -8.058 eV
- Energy relative to the best compared isomer or geometry (same formula, charge and spin): 0.00 kcal/mol
- SMILES: CSc1c(N)nsc1N

Cartesian coordinates (Å):
C: 1.6370 0.0755 0.4061
S: 0.7059 0.6083 -1.0826
C: -0.9172 0.2227 -0.5862
C: -1.5022 -1.3560 -0.4365
N: -0.6708 -2.3946 -0.6277
N: -2.7155 -1.3819 -0.0373
S: -3.3755 0.1255 0.2013
C: -1.9350 1.0384 -0.2443
N: -1.9949 2.4026 -0.2805
H: 0.9764 -0.5282 1.0179
H: 1.9734 0.9469 0.9633
H: 2.4883 -0.5062 0.0645
H: 0.1288 -2.2294 -1.2189
H: -1.0782 -3.3172 -0.6319
H: -1.1041 2.8726 -0.3343
H: -2.6854 2.8390 0.3074

(13)
Entry from the OMol25 dataset: 2 unconnected molecules or ions with the total composition C4H7N4 in a non-equilibrium geometry (ωB97M-V/def2-TZVPD).

Computed properties:
- Molecular weight: 111.1 g mol⁻¹
- Kohn-Sham gap: 8.17 eV
- Largest force on an atom: 4.2 eV/A
- Total charge: +1
- Highest occupied orbital energy: -14.538 eV
- Energy relative to the best compared isomer or geometry (same formula, charge and spin): 73.20 kcal/mol

Cartesian coordinates (Å):
C: 2.0670 -1.2299 0.1089
C: 1.1689 -0.5301 -0.4410
C: -2.4717 0.1759 -0.3012
C: -1.0492 0.0621 0.3638
N: 3.1074 -1.7911 0.3202
N: 2.1903 2.8219 -0.1762
N: 2.0532 1.7933 0.1401
N: -0.0518 -0.1688 -0.6328
H: -2.8005 -0.7421 -0.8723
H: -3.0117 0.2491 0.7508
H: -2.6838 1.0717 -0.9088
H: -0.9868 -0.7181 1.2011
H: -0.8796 1.0888 0.7986
H: 3.5703 -2.3261 1.1428
H: -0.2220 0.2434 -1.4939

(14)
Entry from the OMol25 dataset: a gas-phase ion, C4H7N4 (charge +1) in a non-equilibrium geometry (ωB97M-V/def2-TZVPD).

Computed properties:
- Molecular weight: 111.1 g mol⁻¹
- Kohn-Sham gap (alpha / beta): 7.34 / 7.34 eV
- Largest force on an atom: 6.8 eV/A
- Total charge: +1
- Highest occupied orbital energy (alpha / beta): -11.541 / -11.540 eV
- Energy relative to the best compared isomer or geometry (same formula, charge and spin): 138.03 kcal/mol

Cartesian coordinates (Å):
C: -2.7772 1.1097 0.0475
C: 0.1390 1.4349 0.1017
C: -0.1720 0.3095 -0.4036
C: 1.3669 -1.4506 0.1172
N: -2.1510 2.0434 0.3648
N: -0.9484 2.4250 0.4457
N: 1.7665 -2.7392 0.0146
N: 0.4383 -0.8894 -0.6359
H: -3.7243 0.8192 -0.1191
H: 1.1247 1.9221 0.1407
H: 1.7315 -0.7875 0.9183
H: -0.8196 3.4509 0.5890
H: 2.1190 -3.1163 0.7752
H: 1.6199 -3.1690 -0.8703
H: 0.2866 -1.3625 -1.4857

(15)
Entry from the OMol25 dataset: 2 unconnected molecules or ions with the total composition C4H7N4 in a non-equilibrium geometry (ωB97M-V/def2-TZVPD).

Computed properties:
- Molecular weight: 111.1 g mol⁻¹
- Kohn-Sham gap: 8.44 eV
- Largest force on an atom: 3.9 eV/A
- Total charge: +1
- Highest occupied orbital energy: -14.570 eV
- Energy relative to the best compared isomer or geometry (same formula, charge and spin): 73.15 kcal/mol

Cartesian coordinates (Å):
C: -2.0104 -1.1872 -0.3340
C: -0.9233 -0.5501 -0.1353
C: 2.4988 0.0478 -0.2539
C: 1.1802 0.8334 -0.0182
N: -2.8454 -2.0011 -0.4659
N: -2.5728 2.1559 1.1233
N: -2.5014 1.1890 0.5814
N: 0.0596 -0.0193 0.4825
H: 2.4163 -0.6361 -1.1403
H: 3.4778 0.6226 -0.3103
H: 2.6005 -0.6060 0.6183
H: 0.5960 1.0288 -0.9750
H: 1.3430 1.7030 0.6380
H: -3.3244 -2.3543 -1.2940
H: 0.0054 -0.2262 1.4835

(16)
Entry from the OMol25 dataset: a gas-phase ion, C4H7N4O4S (charge -1) in a non-equilibrium geometry (ωB97M-V/def2-TZVPD).

Computed properties:
- Molecular weight: 207.2 g mol⁻¹
- Kohn-Sham gap: 8.49 eV
- Largest force on an atom: 4.4 eV/A
- Total charge: -1
- Highest occupied orbital energy: -5.109 eV
- Energy relative to the best compared isomer or geometry (same formula, charge and spin): 0.00 kcal/mol
- SMILES: CS(=O)(=O)N1CCN=C1N=[N+]([O-])[O-]

Cartesian coordinates (Å):
C: -0.5510 -2.2704 -0.6894
S: -1.2192 -1.1907 0.6314
O: -2.5633 -0.9615 0.2132
O: -0.9988 -1.8838 1.8628
N: -0.5696 0.3106 0.6092
C: -1.3544 1.3838 0.1536
C: -0.2596 2.5365 -0.2370
N: 0.9716 1.8215 -0.3493
C: 0.8881 0.5816 0.0104
N: 1.7139 -0.4152 -0.2658
N: 2.9333 -0.5014 0.2697
O: 3.2335 0.0482 1.3382
O: 3.7355 -1.1679 -0.3770
H: 0.5370 -2.4162 -0.6157
H: -1.1940 -3.2028 -0.7182
H: -0.6925 -1.6945 -1.4890
H: -1.9696 1.7138 0.9908
H: -1.9118 1.0096 -0.7173
H: -0.5410 3.0395 -1.1320
H: -0.1880 3.2595 0.5115

(17)
Entry from the OMol25 dataset: 2 unconnected molecules or ions with the total composition C4H7N5 in a non-equilibrium geometry (ωB97M-V/def2-TZVPD).

Computed properties:
- Molecular weight: 125.1 g mol⁻¹
- Kohn-Sham gap: 9.42 eV
- Largest force on an atom: 4.5 eV/A
- Highest occupied orbital energy: -9.146 eV
- Energy relative to the best compared isomer or geometry (same formula, charge and spin): 124.14 kcal/mol

Cartesian coordinates (Å):
C: -1.0847 1.0745 -0.1497
C: -1.1476 0.4453 1.0781
C: 0.0213 1.6728 -0.5295
C: 0.9834 1.1562 1.4539
N: -0.0995 0.5443 1.8941
N: 1.0774 1.7557 0.2855
N: 0.8971 -2.3149 0.1238
N: -0.1137 -1.2311 -1.7717
N: -0.0403 -1.8162 -0.6160
H: -1.8972 0.9126 -0.7657
H: -2.0615 -0.2408 1.2958
H: 0.2351 2.0798 -1.5612
H: 1.7499 -2.1177 -0.3168
H: 1.8455 0.9713 2.1099
H: -1.0107 -1.9436 -0.2189
H: 0.6455 -0.9481 -2.3116